No. 1
An isolated ion of composition C3H8NS and charge -1. Source: the OMol25 dataset; level of theory: ωB97M-V with the def2-TZVPD basis set.

Values from the calculation:
SMILES string: CNCC[S-]
Total energy (eV): -15565.000
HOMO energy (eV): -2.15
F_max (eV/Å): 3.157
Gap between HOMO and LUMO (eV): 6.44
E_LUMO (eV): 4.29
Total charge: -1

```
13
Properties=species:S:1:pos:R:3:forces:R:3:mulliken_charge:R:1
C -0.010656 -1.493111 0.389581 2.099 0.139 -2.028 -0.786
N -0.815392 -0.341919 0.967740 1.965 -0.851 -0.087 -0.454
C -0.820742 0.850653 0.036429 -1.426 -0.307 0.808 -0.335
C 0.420764 1.019556 -0.842220 2.308 1.322 0.949 -0.802
S 2.225551 0.569152 -0.192186 -0.958 0.643 -0.018 -0.689
H -0.471659 -2.005751 -0.475258 -0.676 0.242 0.534 0.260
H 1.087478 -1.215727 -0.114236 -2.745 -0.098 1.556 0.112
H 0.302381 -2.272196 1.099213 -0.691 0.391 0.343 0.316
H -0.242994 -0.121614 1.804491 -0.502 0.313 -0.819 0.314
H -0.919430 1.773948 0.691807 -0.160 -1.091 -0.710 0.276
H -1.870609 0.678169 -0.537858 2.506 0.803 0.710 0.209
H 0.349379 0.499662 -1.745507 -0.310 -0.887 -1.392 0.310
H 0.765928 2.059178 -1.081996 -1.411 -0.619 0.153 0.269
```
Forces are in eV/Å.



No. 2
One molecule with the formula C6H7NO. Source: the OMol25 dataset; level of theory: ωB97M-V with the def2-TZVPD basis set.

Values from the calculation:
SMILES string: O=C1[C@@H]2CC=C[C@H]1N2
Total energy (eV): -9870.915
HOMO energy (eV): -9.16
F_max (eV/Å): 1.821
Gap between HOMO and LUMO (eV): 10.06
E_LUMO (eV): 0.90
Total charge: 0

```
15
Properties=species:S:1:pos:R:3:forces:R:3:mulliken_charge:R:1
O 1.987566 0.024900 -1.103964 0.213 -0.067 -0.317 -0.582
C 1.027022 0.001206 -0.401719 0.521 0.199 0.082 0.147
C 0.259701 -1.082149 0.354273 -0.766 0.427 -0.453 -0.037
C -1.173602 -1.194632 -0.230156 -0.026 0.447 -1.422 -0.689
C -1.666186 0.231010 -0.571033 -0.024 -1.131 0.201 -0.557
C -1.018686 1.300188 -0.144008 0.428 -0.847 0.564 -0.630
C 0.324766 1.020365 0.502355 0.101 0.726 0.411 0.279
N 0.271729 -0.110745 1.493052 0.223 0.462 0.714 -0.650
H 0.707842 -2.018684 0.573002 0.505 -0.879 -0.038 0.476
H -1.866463 -1.636749 0.488949 0.091 -0.059 0.029 0.366
H -1.241454 -1.825828 -1.195995 0.493 0.799 1.561 0.337
H -2.550434 0.304949 -1.173976 -0.528 0.084 0.074 0.418
H -1.426164 2.283006 -0.234174 0.119 0.552 -0.269 0.388
H 0.841064 1.906377 0.901528 -0.082 -0.283 -0.472 0.435
H 1.214889 -0.092987 1.962747 -1.268 -0.430 -0.664 0.297
```
Forces are in eV/Å.



Please write out number 2 again, unchanged.
One molecule with the formula C6H7NO. Source: the OMol25 dataset; level of theory: ωB97M-V with the def2-TZVPD basis set.

Values from the calculation:
SMILES string: O=C1[C@@H]2CC=C[C@H]1N2
Total energy (eV): -9870.915
HOMO energy (eV): -9.16
F_max (eV/Å): 1.821
Gap between HOMO and LUMO (eV): 10.06
E_LUMO (eV): 0.90
Total charge: 0

```
15
Properties=species:S:1:pos:R:3:forces:R:3:mulliken_charge:R:1
O 1.987566 0.024900 -1.103964 0.213 -0.067 -0.317 -0.582
C 1.027022 0.001206 -0.401719 0.521 0.199 0.082 0.147
C 0.259701 -1.082149 0.354273 -0.766 0.427 -0.453 -0.037
C -1.173602 -1.194632 -0.230156 -0.026 0.447 -1.422 -0.689
C -1.666186 0.231010 -0.571033 -0.024 -1.131 0.201 -0.557
C -1.018686 1.300188 -0.144008 0.428 -0.847 0.564 -0.630
C 0.324766 1.020365 0.502355 0.101 0.726 0.411 0.279
N 0.271729 -0.110745 1.493052 0.223 0.462 0.714 -0.650
H 0.707842 -2.018684 0.573002 0.505 -0.879 -0.038 0.476
H -1.866463 -1.636749 0.488949 0.091 -0.059 0.029 0.366
H -1.241454 -1.825828 -1.195995 0.493 0.799 1.561 0.337
H -2.550434 0.304949 -1.173976 -0.528 0.084 0.074 0.418
H -1.426164 2.283006 -0.234174 0.119 0.552 -0.269 0.388
H 0.841064 1.906377 0.901528 -0.082 -0.283 -0.472 0.435
H 1.214889 -0.092987 1.962747 -1.268 -0.430 -0.664 0.297
```
Forces are in eV/Å.



What is the formula in the second record? C6H7NO